{"formula": "C34H69B", "method": "the ωB97M-V functional and the def2-TZVPD basis", "elements": ["C", "C", "B", "C", "C", "C", "C", "C", "C", "C", "C", "H", "H", "H", "H", "H", "H", "H", "H", "H", "H", "H", "H", "H", "C", "C", "C", "C", "C", "C", "H", "H", "H", "H", "H", "H", "H", "H", "H", "H", "H", "H", "H", "H", "C", "C", "C", "C", "C", "C", "H", "H", "H", "H", "H", "H", "H", "H", "H", "H", "H", "H", "H", "H", "C", "C", "C", "C", "C", "C", "H", "H", "H", "H", "H", "H", "H", "H", "H", "H", "H", "H", "H", "H", "C", "C", "C", "C", "C", "C", "H", "H", "H", "H", "H", "H", "H", "H", "H", "H", "H", "H", "H", "H"], "coordinates": [[-1.6290, -2.8338, 0.8525], [-0.7818, -3.5847, -0.0349], [-0.7384, -3.4740, -1.6264], [-1.3688, -2.2739, -2.5260], [-1.0674, -0.7999, -1.9949], [-1.7841, 0.3856, -2.7366], [-1.5790, 1.8673, -2.3444], [-0.6294, 2.2815, -1.1811], [-0.3637, 3.7992, -0.7553], [0.0826, 1.0671, -0.4343], [-0.1152, -0.4191, -0.8420], [-1.2280, -1.8394, 1.2877], [-2.6792, -3.1382, 1.2001], [-0.0276, -4.3135, 0.4533], [-0.2266, -4.3836, -2.2118], [-0.8811, -2.3481, -3.5707], [-2.5024, -2.3589, -2.7074], [-2.4652, 0.1364, -3.6110], [-2.1366, 2.6476, -2.9817], [-0.1960, 4.4315, -1.6986], [-1.2335, 4.2043, -0.1370], [0.6413, 3.8209, -0.1869], [0.7594, 1.3852, 0.4408], [0.4559, -1.2202, -0.2746], [-4.2486, -1.9946, -6.0454], [-5.5689, -1.3207, -5.6985], [-6.1269, -1.7482, -4.3408], [-6.4706, -3.2356, -4.2118], [-7.4750, -3.7647, -5.2364], [-8.8423, -3.1022, -5.1370], [-4.3559, -3.0791, -6.1238], [-3.8794, -1.6284, -7.0071], [-3.4896, -1.7770, -5.2875], [-6.2988, -1.5130, -6.4911], [-5.4121, -0.2364, -5.6828], [-7.0181, -1.1489, -4.1230], [-5.3989, -1.4943, -3.5614], [-6.8639, -3.4127, -3.2042], [-5.5520, -3.8278, -4.2829], [-7.5980, -4.8410, -5.0764], [-7.0837, -3.6486, -6.2519], [-9.2721, -3.2427, -4.1415], [-9.5286, -3.5432, -5.8655], [-8.7887, -2.0304, -5.3416], [2.8670, 2.3164, -2.5331], [3.6410, 1.2855, -1.7238], [5.0226, 1.7734, -1.2864], [5.9947, 2.0972, -2.4253], [6.2702, 0.9473, -3.3949], [6.9296, -0.2545, -2.7322], [3.3822, 2.5607, -3.4655], [1.8772, 1.9270, -2.7859], [2.7306, 3.2386, -1.9592], [3.7258, 0.3571, -2.2971], [3.0603, 1.0404, -0.8278], [5.4700, 1.0184, -0.6301], [4.9034, 2.6720, -0.6697], [6.9434, 2.4269, -1.9860], [5.6152, 2.9526, -2.9942], [6.9317, 1.3136, -4.1871], [5.3456, 0.6327, -3.8888], [7.8785, 0.0283, -2.2680], [7.1363, -1.0289, -3.4764], [6.2887, -0.6964, -1.9660], [3.3894, 5.2965, 1.3251], [3.3668, 6.0138, 2.6674], [3.0501, 5.0873, 3.8415], [1.6709, 4.4215, 3.7975], [0.4840, 5.3827, 3.7209], [0.3690, 6.2957, 4.9340], [2.4151, 4.8671, 1.0792], [3.6528, 5.9965, 0.5276], [4.1306, 4.4915, 1.3255], [2.6527, 6.8423, 2.6291], [4.3506, 6.4649, 2.8372], [3.1507, 5.6546, 4.7735], [3.8110, 4.2998, 3.8881], [1.5626, 3.7932, 4.6891], [1.6248, 3.7383, 2.9425], [-0.4349, 4.7922, 3.6421], [0.5387, 5.9874, 2.8102], [0.2698, 5.7118, 5.8532], [-0.5148, 6.9336, 4.8432], [1.2386, 6.9494, 5.0325], [1.3668, -2.5940, 3.7231], [0.1435, -3.4404, 4.0470], [-0.4647, -3.1258, 5.4139], [0.4487, -3.3919, 6.6145], [0.9695, -4.8248, 6.7334], [-0.1362, -5.8534, 6.9279], [2.1801, -2.7710, 4.4305], [1.7395, -2.8356, 2.7238], [1.1194, -1.5281, 3.7419], [0.4022, -4.5015, 3.9773], [-0.6178, -3.2590, 3.2786], [-1.3907, -3.7007, 5.5269], [-0.7637, -2.0716, 5.4357], [-0.0995, -3.1358, 7.5283], [1.3043, -2.7095, 6.5777], [1.6470, -4.8764, 7.5921], [1.5669, -5.0896, 5.8554], [-0.7204, -5.6326, 7.8254], [0.2942, -6.8521, 7.0436], [-0.8154, -5.8843, 6.0729]], "forces_ev_per_a": [[1.86, -0.15, -0.70], [-0.73, 0.38, -0.17], [-0.48, 0.32, 1.81], [0.18, 1.13, -0.21], [-0.01, 3.61, 0.43], [2.28, 0.84, 2.81], [1.52, -2.38, 1.29], [-0.48, -4.15, -0.81], [0.56, -1.14, -0.59], [-2.15, 0.48, -2.55], [-1.68, 2.74, -1.48], [-1.02, -1.14, -0.65], [1.42, 0.34, -0.48], [-1.52, 0.71, -0.83], [0.31, 0.08, 0.30], [-0.77, 0.12, 1.51], [1.57, 0.10, 0.31], [0.96, 0.39, 1.29], [1.05, -1.24, 1.25], [-0.47, -0.88, 1.39], [1.33, -0.48, -0.81], [-1.78, 0.07, -0.63], [-1.05, -0.86, -1.51], [-0.86, 1.11, -0.92], [0.02, 0.03, -0.16], [0.06, 0.05, 0.11], [-0.17, 0.06, 0.03], [0.15, -0.04, -0.05], [-0.01, -0.03, 0.13], [-0.08, -0.04, -0.17], [0.05, 0.05, 0.03], [0.05, -0.07, 0.08], [-0.03, -0.07, -0.04], [-0.01, 0.01, 0.05], [-0.07, -0.06, -0.01], [0.05, -0.05, 0.01], [-0.01, 0.01, -0.04], [0.00, 0.00, -0.05], [-0.03, 0.04, 0.02], [0.06, 0.05, -0.04], [0.03, 0.00, 0.05], [0.02, 0.05, -0.04], [-0.01, 0.08, 0.09], [-0.03, -0.04, 0.04], [-0.13, -0.13, -0.10], [0.03, 0.12, 0.12], [0.09, -0.14, 0.07], [-0.10, 0.10, -0.06], [0.10, 0.08, 0.04], [-0.03, -0.14, -0.13], [-0.04, 0.05, 0.04], [0.04, 0.10, -0.01], [0.03, -0.01, -0.06], [0.02, 0.01, 0.04], [0.05, -0.05, -0.07], [0.00, 0.05, -0.04], [-0.02, -0.02, -0.03], [-0.03, -0.03, -0.03], [0.01, -0.03, 0.04], [-0.08, 0.00, 0.01], [0.01, 0.05, 0.03], [-0.06, -0.03, 0.02], [0.02, 0.02, 0.12], [0.06, 0.02, -0.01], [0.02, 0.11, -0.13], [0.09, -0.08, 0.05], [-0.03, 0.08, 0.15], [0.03, -0.05, -0.14], [0.00, -0.11, 0.08], [-0.12, 0.14, -0.06], [0.05, -0.01, 0.00], [-0.02, -0.12, -0.01], [-0.08, 0.02, -0.01], [0.01, -0.03, 0.04], [-0.09, 0.01, 0.02], [-0.02, -0.05, -0.04], [-0.02, 0.04, -0.02], [-0.01, 0.04, -0.04], [0.02, 0.01, 0.03], [0.06, 0.03, -0.06], [0.03, -0.05, 0.01], [0.05, 0.05, -0.02], [0.08, -0.02, 0.08], [-0.04, -0.04, 0.03], [0.05, -0.05, -0.18], [0.03, 0.10, 0.10], [-0.18, -0.10, 0.04], [0.14, 0.08, -0.06], [-0.05, 0.06, 0.10], [0.09, -0.16, -0.04], [-0.05, 0.04, -0.04], [0.04, 0.08, 0.06], [0.05, -0.06, 0.04], [-0.06, 0.02, 0.01], [-0.02, -0.08, 0.04], [0.06, 0.03, 0.02], [0.02, -0.04, -0.02], [0.02, -0.03, -0.04], [-0.06, -0.01, 0.00], [0.01, 0.03, -0.09], [-0.01, 0.05, 0.02], [-0.01, -0.01, -0.07], [-0.11, 0.05, 0.00], [0.00, -0.01, 0.06]], "lowdin_charge": [0.13, -0.19, -0.24, -0.18, -0.17, -0.03, -0.04, -0.22, -0.10, -0.04, -0.05, 0.09, 0.11, 0.12, 0.04, 0.11, 0.10, 0.08, 0.09, 0.08, 0.08, 0.06, 0.09, 0.08, -0.11, -0.27, -0.23, -0.23, -0.27, -0.12, 0.07, 0.07, 0.06, 0.10, 0.10, 0.10, 0.10, 0.11, 0.10, 0.10, 0.10, 0.07, 0.07, 0.07, -0.11, -0.27, -0.23, -0.23, -0.27, -0.12, 0.07, 0.06, 0.07, 0.10, 0.09, 0.10, 0.10, 0.11, 0.10, 0.10, 0.10, 0.07, 0.07, 0.07, -0.11, -0.27, -0.23, -0.23, -0.28, -0.11, 0.05, 0.07, 0.07, 0.10, 0.11, 0.10, 0.11, 0.11, 0.09, 0.10, 0.10, 0.08, 0.07, 0.07, -0.11, -0.27, -0.23, -0.23, -0.27, -0.11, 0.07, 0.07, 0.08, 0.10, 0.07, 0.10, 0.11, 0.11, 0.10, 0.11, 0.10, 0.08, 0.07, 0.07], "fmax_ev_per_a": 4.25, "total_energy_ha": -1361.41602, "multiplicity": 1, "lumo_energy_ev": -2.05, "homo_energy_ev": -7.58, "smiles": "C=CBCc1ccc(C)cc1.CCCCCC.CCCCCC.CCCCCC.CCCCCC", "gap_ev": 5.534}

=====

{"formula": "C34H69ClN4O16", "method": "the ωB97M-V functional and the def2-TZVPD basis", "elements": ["H", "N", "C", "N", "N", "C", "C", "C", "C", "N", "Cl", "C", "O", "O", "H", "H", "H", "H", "H", "H", "H", "H", "H", "H", "H", "H", "C", "C", "O", "C", "C", "O", "H", "H", "H", "H", "H", "H", "H", "H", "C", "C", "O", "C", "C", "O", "H", "H", "H", "H", "H", "H", "H", "H", "C", "C", "O", "C", "C", "O", "H", "H", "H", "H", "H", "H", "H", "H", "C", "C", "O", "C", "C", "O", "H", "H", "H", "H", "H", "H", "H", "H", "C", "C", "O", "C", "C", "O", "H", "H", "H", "H", "H", "H", "H", "H", "C", "C", "O", "C", "C", "O", "H", "H", "H", "H", "H", "H", "H", "H", "C", "C", "O", "C", "C", "O", "H", "H", "H", "H", "H", "H", "H", "H"], "coordinates": [[-1.7891, -2.2950, -3.4582], [-2.3842, -1.6664, -2.9226], [-1.8584, -1.4462, -1.7944], [-2.5830, -0.6319, -0.8894], [-0.5828, -2.0424, -1.4861], [-0.4061, -2.4342, -0.0831], [1.0669, -2.7542, 0.2658], [1.8117, -1.5705, 0.9564], [2.6981, -2.0469, 2.1453], [2.6541, -1.0851, 3.2965], [3.9103, 0.0974, 3.1109], [2.7725, -1.7318, 4.6925], [3.1726, -2.8804, 4.7871], [2.4714, -0.9673, 5.5919], [-3.3072, -1.2023, -0.4638], [-1.9947, -0.1846, -0.2004], [0.1896, -1.4832, -1.8279], [-0.7399, -1.6455, 0.6077], [-0.9879, -3.3487, 0.0779], [1.6583, -3.0326, -0.6104], [1.0494, -3.5842, 0.9799], [1.1375, -0.7549, 1.2658], [2.4959, -1.1404, 0.2141], [2.4531, -3.0726, 2.4163], [3.7206, -2.0509, 1.7819], [1.7634, -0.5867, 3.2602], [0.3726, -1.1762, 8.4241], [-0.7991, -0.5152, 7.7353], [-1.7252, 0.0409, 8.6789], [-1.6035, 1.2744, 9.1957], [-0.2943, 2.0100, 9.0375], [-2.5078, 1.7390, 9.8339], [0.9573, -0.4579, 8.9998], [1.0301, -1.6444, 7.6904], [0.0239, -1.9377, 9.1234], [-0.4824, 0.2371, 7.0115], [-1.3614, -1.2631, 7.1776], [0.3517, 1.7736, 9.8820], [-0.5016, 3.0778, 9.0367], [0.2236, 1.7912, 8.1061], [-6.6135, -0.8718, -4.7720], [-7.3968, -1.5440, -3.6660], [-6.6021, -1.6944, -2.4843], [-6.4886, -0.7451, -1.5449], [-6.9564, 0.6553, -1.8526], [-5.9495, -1.0094, -0.5038], [-6.3171, 0.1400, -4.4948], [-7.2064, -0.8177, -5.6858], [-5.6976, -1.4239, -4.9811], [-8.3333, -1.0291, -3.4435], [-7.6671, -2.5537, -3.9730], [-6.1300, 1.2182, -2.2851], [-7.2589, 1.1268, -0.9201], [-7.8169, 0.6961, -2.5164], [4.8689, 2.8546, 4.8432], [6.1481, 3.6577, 4.7443], [6.3217, 4.2025, 3.4321], [5.7998, 5.3801, 3.0388], [4.7338, 6.0311, 3.8867], [6.1381, 5.8508, 1.9896], [3.9895, 3.4779, 4.6766], [4.7792, 2.3903, 5.8258], [4.8539, 2.0715, 4.0849], [6.2101, 4.4389, 5.5033], [7.0023, 3.0016, 4.9066], [3.7552, 5.6798, 3.5614], [4.7915, 7.1070, 3.7395], [4.8516, 5.8556, 4.9537], [6.7760, -1.3949, -1.9554], [7.1024, -2.1142, -0.6636], [5.9168, -2.4357, 0.0714], [5.1978, -3.5588, -0.1252], [5.4392, -4.3859, -1.3603], [4.3276, -3.8333, 0.6560], [6.1892, -2.0227, -2.6267], [7.6906, -1.1008, -2.4711], [6.1846, -0.5013, -1.7528], [7.7135, -3.0029, -0.8245], [7.6802, -1.4551, -0.0169], [4.7896, -4.0324, -2.1601], [5.1882, -5.4190, -1.1340], [6.4751, -4.3822, -1.6943], [-3.5659, 3.3728, -3.8563], [-2.7831, 2.4271, -4.7414], [-3.6547, 1.6343, -5.5484], [-4.1348, 2.0233, -6.7430], [-4.0242, 3.4744, -7.1424], [-4.7099, 1.2316, -7.4393], [-4.1411, 4.0884, -4.4424], [-2.8942, 3.9276, -3.1989], [-4.2770, 2.8178, -3.2433], [-2.0445, 2.9465, -5.3555], [-2.2292, 1.7212, -4.1225], [-4.9094, 4.0100, -6.7986], [-3.9757, 3.5254, -8.2279], [-3.1288, 3.9661, -6.7677], [3.3306, -10.2374, -2.1009], [3.6540, -9.3739, -0.8998], [3.5973, -7.9812, -1.2247], [2.4660, -7.2511, -1.1799], [1.1363, -7.9574, -1.0872], [2.5359, -6.0591, -1.2881], [2.3117, -10.0713, -2.4521], [3.4409, -11.2938, -1.8535], [3.9979, -9.9994, -2.9296], [3.0201, -9.5999, -0.0413], [4.6795, -9.5609, -0.5836], [0.7678, -8.1574, -2.0927], [0.4362, -7.3001, -0.5770], [1.1681, -8.8825, -0.5159], [-4.4288, 8.2031, -1.5375], [-3.6528, 7.2520, -2.4239], [-4.5269, 6.4537, -3.2273], [-5.0078, 6.8380, -4.4232], [-4.8941, 8.2855, -4.8321], [-5.5816, 6.0366, -5.1088], [-5.0045, 8.9194, -2.1245], [-3.7521, 8.7573, -0.8862], [-5.1379, 7.6518, -0.9196], [-2.9155, 7.7665, -3.0423], [-3.0991, 6.5486, -1.8028], [-5.7789, 8.8224, -4.4922], [-4.8469, 8.3305, -5.9176], [-3.9986, 8.7785, -4.4601]], "forces_ev_per_a": [[-0.08, -0.16, 0.14], [-0.12, 0.26, -0.32], [0.06, -0.20, -0.97], [0.62, -0.62, 0.03], [-0.25, 0.60, 0.92], [0.80, -0.19, -0.20], [-0.23, 0.75, 0.61], [0.54, -0.22, -0.15], [0.03, 0.39, -1.44], [-0.11, -0.72, -1.53], [-0.33, 0.02, -0.04], [0.74, -1.76, 3.84], [-0.07, 0.07, -2.05], [-0.79, 1.66, -0.50], [-0.31, 0.51, 0.09], [-0.13, -0.22, 0.20], [-0.06, 0.02, -0.03], [-0.16, -0.34, 0.01], [-0.15, 0.31, 0.04], [-0.34, -0.38, 0.11], [0.15, -0.04, -0.34], [-0.06, -0.32, -0.04], [-0.23, 0.23, 0.18], [-0.03, 0.37, 0.74], [-0.01, -0.30, 0.44], [0.17, 0.22, 0.31], [0.12, -0.04, 0.14], [0.27, -0.14, 0.01], [-0.38, -0.09, -0.18], [0.27, 0.09, 0.19], [-0.01, 0.28, -0.48], [-0.12, -0.08, -0.02], [0.04, 0.03, -0.09], [0.01, 0.07, -0.01], [-0.08, -0.01, -0.07], [0.04, 0.04, 0.07], [-0.16, 0.06, 0.10], [0.01, -0.04, -0.03], [-0.07, -0.03, 0.22], [0.12, -0.17, 0.12], [0.09, 0.13, 0.03], [0.05, 0.14, -0.34], [-0.16, -0.38, 0.23], [0.18, 0.29, -0.21], [-0.52, 0.05, 0.15], [0.11, -0.18, 0.13], [-0.04, 0.02, -0.06], [0.00, 0.00, 0.01], [-0.03, -0.03, 0.00], [0.06, 0.06, 0.06], [0.09, -0.07, 0.19], [-0.01, -0.04, -0.04], [0.21, -0.01, 0.05], [0.15, 0.02, -0.17], [-0.08, 0.13, -0.05], [-0.21, -0.12, 0.14], [0.40, -0.08, -0.08], [-0.35, 0.09, 0.02], [0.25, 0.28, 0.37], [0.13, -0.10, -0.08], [0.01, 0.01, 0.07], [0.01, -0.05, -0.03], [0.16, 0.20, 0.20], [-0.06, 0.04, -0.05], [0.06, 0.07, -0.16], [0.01, -0.03, 0.03], [-0.06, -0.04, -0.21], [-0.14, -0.17, -0.02], [-0.16, -0.06, -0.10], [0.09, 0.12, -0.25], [0.04, 0.15, 0.43], [-0.12, -0.27, -0.46], [0.51, -0.36, 0.16], [0.10, 0.11, 0.03], [0.08, -0.04, -0.02], [0.00, 0.01, 0.02], [0.08, 0.03, 0.05], [-0.09, -0.05, -0.03], [-0.13, -0.04, 0.13], [-0.01, -0.02, 0.01], [-0.30, 0.09, -0.02], [-0.05, 0.22, -0.12], [-0.12, 0.11, -0.16], [0.03, 0.18, 0.28], [0.08, -0.50, -0.06], [-0.21, 0.42, -0.12], [0.46, 0.07, -0.22], [0.04, -0.21, 0.17], [0.05, 0.04, 0.02], [0.00, -0.03, 0.01], [0.10, -0.06, 0.05], [-0.09, 0.04, -0.07], [-0.12, -0.18, -0.12], [0.06, 0.03, 0.07], [-0.20, -0.09, 0.00], [-0.12, 0.07, 0.19], [-0.13, 0.05, -0.11], [-0.06, -0.25, -0.11], [0.36, 0.17, 0.16], [-0.36, -0.10, -0.16], [-0.08, -0.09, 0.52], [0.18, 0.11, -0.06], [-0.02, -0.05, 0.07], [0.01, 0.02, 0.01], [0.06, -0.02, 0.06], [-0.06, 0.05, -0.05], [0.02, 0.19, -0.01], [0.02, -0.03, 0.01], [0.02, 0.13, -0.18], [0.03, -0.10, -0.18], [-0.15, 0.08, -0.06], [-0.02, 0.24, 0.17], [0.13, -0.38, 0.02], [-0.19, 0.37, -0.04], [0.48, 0.05, -0.23], [0.06, -0.19, 0.05], [0.08, 0.04, -0.01], [0.00, -0.02, -0.01], [0.08, -0.04, 0.03], [-0.07, 0.03, -0.05], [-0.08, -0.14, -0.11], [0.02, 0.00, 0.03], [-0.21, -0.07, 0.01], [-0.12, 0.06, 0.18]], "lowdin_charge": [0.05, 0.13, -0.54, 0.10, 0.01, -0.22, -0.16, -0.16, -0.20, -0.35, 0.86, -0.77, 0.06, 0.01, 0.08, 0.07, 0.12, 0.09, 0.12, 0.11, 0.11, 0.10, 0.11, 0.12, 0.07, 0.13, -0.06, -0.23, 0.00, -0.54, 0.01, 0.10, 0.07, 0.07, 0.08, 0.11, 0.12, 0.09, 0.09, 0.07, -0.06, -0.23, 0.00, -0.53, 0.02, 0.08, 0.06, 0.08, 0.09, 0.11, 0.12, 0.08, 0.09, 0.07, -0.08, -0.23, 0.00, -0.53, 0.01, 0.11, 0.07, 0.09, -0.01, 0.11, 0.12, 0.09, 0.09, 0.07, -0.06, -0.23, -0.01, -0.50, 0.02, 0.10, 0.07, 0.08, 0.08, 0.11, 0.12, 0.10, 0.08, 0.07, -0.05, -0.23, 0.00, -0.53, 0.01, 0.10, 0.05, 0.08, 0.08, 0.11, 0.12, 0.09, 0.09, 0.07, -0.06, -0.23, -0.01, -0.52, 0.02, 0.11, 0.07, 0.08, 0.08, 0.11, 0.12, 0.10, 0.09, 0.07, -0.06, -0.23, -0.01, -0.53, 0.02, 0.10, 0.07, 0.08, 0.09, 0.11, 0.12, 0.10, 0.09, 0.07], "fmax_ev_per_a": 4.29, "total_energy_ha": -3219.89761, "multiplicity": 1, "lumo_energy_ev": -0.50, "homo_energy_ev": -9.01, "smiles": "[H]/N=C(/N)NCCCC[N@H+](Cl)C(=O)[O-].CCOC(C)=O.CCOC(C)=O.CCOC(C)=O.CCOC(C)=O.CCOC(C)=O.CCOC(C)=O.CCOC(C)=O", "gap_ev": 8.509}